A structure of composition C4H27N2O11 in a non-equilibrium geometry. Source: the Open Molecules 2025 dataset; level of theory: ωB97M-V/def2-TZVPD.

Spin multiplicity ... 1
HOMO ... -5.69 eV
Relative energy (zero: lowest compared OMol25 entry of this formula, charge and spin) ... 180.69 kJ/mol
Total charge ... -1
E_tot ... -30090.73303 eV
HOMO-LUMO gap ... 8.29 eV
Max |F| ... 2.072 eV/Å

Last column: natural (NBO) charge in e.
Atoms and positions in Å:
N1 1.523236 -2.154363 -1.053798  -0.8197
C1 0.072995 -2.254806 -1.363676  -0.1528
C2 -0.730790 -1.118063 -0.720090  -0.4392
C3 -0.927360 -1.381393 0.790217  -0.0391
O1 0.156528 -1.170348 1.595095  -0.9110
C4 0.014039 -2.257361 -2.904194  0.6781
N2 -0.926354 -1.400016 -3.466256  -0.8574
O2 0.806999 -2.843310 -3.598196  -0.6059
H1 1.650749 -1.952151 -0.088931  0.3609
H2 1.928460 -1.370575 -1.558328  0.3432
H3 -0.204102 -3.245013 -0.918596  0.2125
H4 -1.733227 -1.111531 -1.253226  0.2024
H5 -0.251094 -0.139787 -0.807939  0.2039
H6 -1.240313 -2.423171 0.975065  0.1299
H7 -1.750558 -0.668242 1.036549  0.1460
H8 -1.023412 -1.389119 -4.500465  0.3890
H9 -1.470330 -0.666861 -3.056902  0.4137
H10 -0.119003 3.378730 1.566465  0.4770
H11 0.551192 2.840433 2.869762  0.5036
O3 0.098994 3.612261 2.490419  -0.9934
H12 -3.849226 -1.970492 1.231608  0.4905
H13 -4.909450 -0.749441 1.416503  0.4817
O4 -4.721204 -1.619010 1.084614  -0.9722
H14 0.911816 0.580752 3.570225  0.4356
H15 0.119626 -0.136108 2.318543  0.4840
O5 0.180900 0.805810 2.993849  -1.0970
H16 -0.175118 -1.584011 3.178308  0.5020
H17 -0.701323 -2.850137 3.947402  0.4438
O6 -0.536504 -1.914918 4.049878  -0.9926
H18 1.940716 -0.449123 0.937104  0.5169
H19 3.347283 -0.793777 1.422023  0.4773
O7 2.853814 -0.123088 0.948655  -0.9952
H20 -2.674168 2.120810 -0.576326  0.4714
H21 -1.509385 2.500248 -1.593636  0.5006
O8 -2.342788 2.001063 -1.460142  -0.9994
H22 0.263035 3.253820 -0.931799  0.5003
H23 -0.574858 4.571417 -0.630571  0.4755
O9 -0.666808 3.629167 -0.764550  -1.0152
H24 3.397453 1.565676 0.479891  0.5175
H25 3.907184 2.930932 0.847550  0.4742
O10 3.280097 2.513663 0.248663  -0.9896
H26 2.328132 3.047696 -1.148672  0.5219
H27 1.537773 1.743397 -1.308069  0.4837
O11 1.515425 2.655842 -1.623783  -0.9574

Force components x, y, z for each atom (eV/Å):
N -0.1 -0.2 -1.0
C 1.4 0.3 0.3
C -1.0 -1.4 -0.1
C -1.2 0.7 -0.2
O 1.5 -0.1 -0.5
C -0.7 1.4 0.2
N -0.1 -0.5 -2.0
O 0.0 -0.6 -0.3
H -0.2 0.0 0.8
H 0.0 -0.1 0.0
H -0.3 0.7 -0.7
H 0.9 0.3 1.1
H 0.0 -0.1 -0.3
H -0.6 0.0 -0.4
H 0.1 -0.5 0.4
H 0.6 -0.3 1.3
H 0.1 -0.1 0.8
H 0.2 -0.2 0.8
H -0.6 -0.4 -0.5
O 0.2 0.6 -0.5
H 0.6 0.7 0.5
H 0.8 0.3 0.4
O -1.3 -1.0 -0.9
H 0.1 -0.1 0.3
H 0.1 1.7 0.5
O 0.1 -0.6 -0.7
H -0.5 -0.7 0.5
H 0.1 -0.2 -0.2
O 0.2 0.3 0.1
H -0.7 0.1 0.5
H 0.1 -0.1 0.1
O 0.5 0.1 -0.3
H 0.4 0.4 0.4
H -1.2 0.0 0.8
O -0.4 -1.2 -1.6
H -0.9 0.7 0.0
H 0.1 0.2 0.0
O 1.3 0.2 0.6
H -0.6 0.1 -0.2
H -0.2 0.3 -0.1
O 1.0 -0.3 0.6
H -1.5 -1.0 -0.7
H 0.0 0.0 -0.1
O 1.7 0.5 0.4